A molecular structure, C26H18Cl2FeNO14P. Source: the OMol25 dataset; level of theory: the ωB97M-V functional and the def2-TZVPD basis.

Last column: Löwdin spin population.
CARTESIAN COORDINATES (ANGSTROEM)
Fe -1.64 0.38 2.64  3.77
O 1.48 1.68 3.78  0.00
C 1.54 1.07 2.75  0.00
O 0.48 0.86 1.95  0.02
C 2.74 0.44 2.15  0.00
C 3.99 0.47 2.73  0.00
C 5.05 -0.10 2.05  0.00
C 4.83 -0.68 0.80  0.00
C 3.57 -0.70 0.23  0.00
C 2.50 -0.15 0.92  0.00
P 0.78 0.12 0.31  0.01
C 1.02 1.73 -0.52  0.00
C 0.55 2.93 0.01  0.00
C 0.86 4.13 -0.62  0.00
C 1.67 4.16 -1.75  0.00
C 2.16 2.96 -2.26  0.00
C 1.85 1.76 -1.64  0.00
C 0.85 -1.03 -1.13  0.01
C 0.35 -0.65 -2.37  0.00
C 0.26 -1.55 -3.41  0.00
C 0.68 -2.86 -3.23  0.00
C 1.18 -3.26 -2.00  0.00
C 1.26 -2.35 -0.95  0.00
H 4.12 0.94 3.70  0.00
H 6.04 -0.10 2.48  0.00
H 5.66 -1.12 0.26  0.00
H 3.43 -1.15 -0.75  0.00
H -0.07 2.94 0.89  0.00
H 0.48 5.06 -0.20  0.00
H 1.91 5.10 -2.23  0.00
H 2.80 2.96 -3.13  0.00
H 2.25 0.84 -2.05  0.00
H -0.02 0.36 -2.52  0.00
H -0.15 -1.23 -4.36  0.00
H 0.60 -3.57 -4.05  0.00
H 1.49 -4.29 -1.84  0.00
H 1.62 -2.69 0.01  0.00
O -2.12 1.85 1.24  0.25
C -2.66 1.69 0.08  0.24
C -2.64 0.49 -0.66  0.08
C -3.51 0.26 -1.75  0.07
C -3.62 -1.00 -2.27  0.01
C -2.93 -2.11 -1.76  0.19
C -2.00 -1.88 -0.75  0.00
C -1.82 -0.60 -0.28  0.15
O -0.82 -0.29 0.63  0.05
N -4.54 -1.21 -3.40  0.00
O -5.14 -0.24 -3.85  0.01
O -4.64 -2.33 -3.85  -0.01
H -3.18 2.54 -0.36  0.01
H -4.12 1.06 -2.15  0.00
H -3.10 -3.10 -2.17  0.01
H -1.39 -2.69 -0.36  0.00
O -3.02 -0.09 4.55  0.03
Cl -3.80 0.96 3.89  0.00
O -4.99 1.29 4.57  0.00
O -4.03 0.46 2.53  0.03
O -2.88 2.09 3.78  0.02
O -0.07 -0.92 3.94  0.02
Cl -0.23 -2.15 3.15  0.00
O 0.76 -2.16 2.09  0.00
O -0.10 -3.31 3.96  0.00
O -1.57 -2.03 2.57  0.02

Computed properties:
⟨S²⟩	8.7924
net charge	-1
highest occupied orbital energy (spin up / spin down)	-3.343 / -6.600	eV
gap between HOMO and LUMO (spin up / spin down)	5.36 / 8.56	eV
ΔE to the lowest compared entry with this formula, charge and spin	20.5	kJ/mol
2S+1	6
E	-4634.6842	Ha